62
Properties=species:S:1:pos:R:3:forces:R:3 method="wB97M-V/def2-TZVPD" homo_energy_ev=-7.64 gap_ev=7.840 energy_ev=-86576.1162
Al -0.06069 0.38524 0.13533 0.37 0.47 0.09
C -3.50152 -2.27375 2.55425 -0.03 0.04 0.03
C -2.20998 -1.88027 1.84771 -0.02 0.17 -0.04
O -1.21177 -2.89694 1.96336 0.05 -0.13 0.02
P -1.37812 -0.48644 2.65984 0.18 0.17 0.16
O -1.01974 -0.96813 4.10956 0.00 -0.20 0.06
O -2.37115 0.68853 2.90502 -0.11 -0.04 -0.05
O -0.14310 -0.03576 1.91362 0.08 -0.30 -0.02
P -2.49006 -1.57324 0.04789 0.19 0.55 -0.10
O -3.81972 -0.68412 0.07393 -0.06 -0.24 -0.25
O -2.62213 -2.85752 -0.64711 0.01 -0.23 0.07
O -1.36346 -0.62831 -0.41580 -0.36 -0.49 -0.17
H -3.29587 -2.53477 3.59231 -0.01 0.00 0.00
H -3.92653 -3.14384 2.05236 0.01 0.01 -0.01
H -4.22730 -1.46339 2.51729 0.00 -0.01 0.04
H -1.36429 -3.55294 1.26453 -0.03 0.05 -0.04
H -0.59964 -1.84445 4.13024 -0.04 0.15 -0.05
H -2.22632 1.45048 2.28791 0.04 -0.10 0.00
H -4.38167 -0.90589 -0.68546 0.01 0.11 0.20
F -3.11779 5.85295 -3.53550 -0.01 0.08 -0.12
C -2.59395 5.07314 -2.59952 0.10 -0.13 0.18
C -1.66731 5.57793 -1.70317 -0.01 -0.01 -0.02
F -1.27938 6.84746 -1.79797 0.00 0.09 0.00
C -1.14585 4.76100 -0.71633 -0.05 -0.24 -0.06
F -0.25914 5.28182 0.12720 0.05 0.10 0.03
C -1.52081 3.42416 -0.58946 -0.09 0.14 -0.11
S -0.88351 2.47091 0.74250 0.08 -0.07 0.06
C -2.44393 2.94382 -1.51214 0.10 0.16 0.13
F -2.84767 1.67620 -1.44613 -0.05 -0.09 -0.04
C -2.97330 3.74598 -2.50535 -0.04 -0.02 -0.05
F -3.85689 3.24723 -3.37022 -0.04 -0.01 -0.02
C 6.24227 -1.20228 0.32161 -0.07 0.00 -0.03
C 4.75483 -1.42556 0.39441 0.02 0.03 0.00
C 4.24820 -2.59016 0.95409 0.00 -0.04 0.02
C 2.87874 -2.82862 0.97169 0.04 0.00 0.02
C 2.32248 -4.08890 1.58018 -0.02 0.09 -0.08
C 2.03188 -1.89063 0.40504 0.01 0.29 -0.19
C 2.50409 -0.68335 -0.13843 -0.04 -0.22 0.07
C 3.88579 -0.47426 -0.12634 0.04 0.07 0.11
N 1.56859 0.22762 -0.65350 -0.19 0.00 -0.04
C 1.92905 1.13626 -1.76908 0.08 0.08 -0.10
C 2.90571 0.49544 -2.77318 -0.04 0.06 0.05
C 0.63426 1.42808 -2.54734 0.07 -0.33 0.31
C 2.50346 2.45573 -1.23442 -0.07 -0.07 -0.01
H 6.77006 -1.85392 1.01669 0.03 0.02 0.00
H 6.50331 -0.16773 0.54635 0.00 0.00 0.01
H 6.60061 -1.42206 -0.68670 0.06 0.01 0.02
H 4.92979 -3.32617 1.36633 -0.02 0.00 0.01
H 3.12161 -4.77180 1.86480 -0.02 -0.02 0.00
H 1.66422 -4.60026 0.87584 -0.01 -0.04 0.02
H 1.73625 -3.85447 2.47037 -0.02 -0.05 0.03
H 0.97133 -2.10097 0.32585 -0.10 -0.10 0.09
H 4.30643 0.44537 -0.50783 -0.03 -0.05 0.01
H 2.78622 -0.58781 -2.79306 -0.03 0.00 -0.06
H 3.94570 0.72193 -2.54732 0.00 -0.05 -0.03
H 2.69140 0.88531 -3.76934 0.06 0.01 -0.01
H 0.34427 0.56392 -3.14677 0.01 0.00 -0.01
H 0.74026 2.30020 -3.19245 0.00 0.01 0.01
H -0.18836 1.62498 -1.85441 -0.11 0.21 -0.10
H 3.38174 2.26930 -0.61562 -0.03 0.06 -0.03
H 1.76267 2.96386 -0.61278 0.02 0.05 -0.02
H 2.78983 3.11374 -2.05837 0.00 0.02 0.02